(i)
DFT (the ωB97M-V functional and the def2-TZVPD basis) results for a 2-piece molecular cluster, C4H11NO3 overall.

The net charge is 0.

Geometry (Å):
C: 0.3280 0.2935 -1.5909
N: 0.3991 0.3164 -0.1266
C: 1.5990 1.0042 0.3391
C: 0.3406 -1.0488 0.4060
C: -1.1053 -1.4636 0.2700
O: -1.2718 -2.4323 -0.6530
O: -2.0434 -0.9543 0.8243
H: 0.9954 -0.4673 -1.9966
H: 0.5467 1.2898 -1.9765
H: -0.7101 0.2031 -1.9030
H: 1.8841 1.8675 -0.2534
H: 1.4385 1.4834 1.3125
H: 2.3939 0.2677 0.4532
H: 0.6567 -1.0905 1.4420
H: 0.9926 -1.6828 -0.2056
H: -2.1710 -2.6230 -0.9339
H: -1.0139 1.9117 2.1548
H: -1.4666 1.3129 0.8396
O: -1.7923 1.8124 1.5979

***

(ii)
DFT (the ωB97M-V functional and the def2-TZVPD basis) results for a 2-piece molecular cluster, C4H11NO3 overall.

The net charge is 0.

Geometry (Å):
C: 0.8241 -1.7836 -1.2079
C: 0.2672 -0.3529 -1.1032
C: -1.1378 -0.5128 -0.5241
N: 1.2459 0.4468 -0.3497
C: 1.2587 0.5185 0.9998
O: 1.7953 1.7408 1.3786
O: 0.8931 -0.2935 1.8056
H: 1.7857 -1.8520 -1.7305
H: 0.1450 -2.4841 -1.6428
H: 1.0991 -2.1559 -0.2172
H: 0.3150 0.1672 -2.0606
H: -1.1893 -1.3876 0.1199
H: -1.8794 -0.5332 -1.3150
H: -1.4286 0.2212 0.1968
H: 1.7423 1.1899 -0.8013
H: 2.4078 1.5890 2.1085
H: -4.3206 0.2761 0.1831
H: -3.7581 0.9555 -1.1233
O: -4.2784 0.2288 -0.7709

***

The most stable arrangement is (ii), and the next structure is 0.0309 hartree less stable.